The following is a DFT calculation (ωB97M-V/def2-TZVPD) of a gas-phase ion, C5H13N2 (charge +1) in a non-equilibrium geometry.

- SMILES: C=[N+](C)C[C@H](C)N
- Calculated total energy: -307.47922 a.u.
- Net charge: +1
- Molar mass: 101.173 g mol⁻¹
- HOMO energy (spin up / spin down): -12.6 / -12.6 eV

Each line ends with the natural charge from an NBO analysis.
Cartesian coordinates (Å):
C: 1.88 1.06 0.48  0.058
N: 1.32 -0.08 0.25  -0.215
C: 1.80 -1.07 -0.75  -0.440
C: 0.12 -0.52 0.85  -0.335
C: -1.24 -0.02 -0.35  0.110
C: -1.29 1.43 -0.20  -0.650
N: -2.36 -0.73 0.00  -0.818
H: 1.52 1.63 1.26  0.219
H: 2.71 1.34 -0.07  0.215
H: 2.55 -0.51 -1.43  0.244
H: 0.96 -1.66 -1.22  0.256
H: 2.25 -1.91 -0.28  0.250
H: 0.12 -1.59 1.16  0.233
H: -0.21 -0.09 1.75  0.224
H: -0.70 -0.40 -1.27  0.177
H: -2.03 1.67 -0.92  0.256
H: -1.42 1.57 0.85  0.223
H: -0.37 1.88 -0.41  0.211
H: -2.44 -1.67 -0.03  0.389
H: -3.17 -0.33 0.35  0.394

***

The following is a DFT calculation (ωB97M-V/def2-TZVPD) of a molecular structure, C19H28BrO2Rh in a non-equilibrium geometry.

- Calculated total energy: -3575.35958 a.u.
- Net charge: 0
- 2S+1: 5
- Molar mass: 471.241 g mol⁻¹
- HOMO energy (spin up / spin down): -4.7 / -8.1 eV

Each line ends with the natural charge from an NBO analysis.
Cartesian coordinates (Å):
O: 0.21 0.00 -0.03  -0.575
C: -1.21 -0.10 -0.31  -0.053
C: -1.21 -1.47 0.34  -0.449
H: -1.37 -0.04 -1.40  0.195
H: -1.73 0.71 0.21  0.167
C: 0.26 -1.25 0.71  0.261
H: -1.17 -2.26 -0.40  0.247
H: -1.93 -1.65 1.14  0.199
C: 1.33 -2.06 0.01  -0.629
H: 1.08 -2.10 -1.06  0.222
H: 1.41 -3.09 0.40  0.204
H: 2.31 -1.57 0.14  0.213
C: 0.50 -1.08 2.19  -0.626
H: -0.29 -0.45 2.63  0.210
H: 1.49 -0.63 2.40  0.197
H: 0.48 -2.06 2.69  0.217
Rh: 1.64 2.94 0.45  0.644
C: 1.79 4.03 2.08  -0.254
C: 0.92 4.69 1.26  -0.301
C: -0.26 3.90 1.22  -0.228
H: 1.19 5.59 0.72  0.251
C: 0.02 2.67 1.85  -0.278
C: 1.33 2.77 2.37  -0.296
H: 1.80 2.07 3.03  0.240
H: 2.69 4.46 2.43  0.233
H: -1.16 4.15 0.65  0.248
H: -0.52 1.73 1.79  0.251
C: 3.47 3.61 0.40  -0.325
C: 3.38 2.64 1.36  -0.223
C: 2.89 1.48 0.84  -0.305
H: 3.44 2.82 2.41  0.227
C: 3.09 1.59 -0.58  -0.245
C: 3.44 2.91 -0.84  -0.245
H: 3.46 3.44 -1.79  0.247
H: 3.71 4.66 0.51  0.245
H: 2.58 0.59 1.37  0.244
H: 2.75 0.82 -1.27  0.255
O: -2.29 -2.49 -1.75  -0.561
C: -2.41 -3.83 -1.14  -0.084
C: -3.41 -4.67 -1.93  -0.434
H: -2.79 -3.71 -0.11  0.182
H: -1.42 -4.33 -1.08  0.188
C: -4.08 -3.69 -2.86  -0.431
H: -4.14 -5.14 -1.27  0.218
H: -2.87 -5.45 -2.48  0.207
C: -3.19 -2.43 -2.86  -0.063
H: -5.07 -3.43 -2.49  0.206
H: -4.17 -4.13 -3.86  0.218
H: -3.79 -1.51 -2.80  0.187
H: -2.59 -2.43 -3.79  0.171
Br: 0.39 2.82 -1.54  -0.392

***

The following is a DFT calculation (ωB97M-V/def2-TZVPD) of 2 unconnected molecules or ions with the total composition CH2NO3S in a non-equilibrium geometry.

- Calculated total energy: -717.92639 a.u.
- Net charge: -1
- Molar mass: 108.098 g mol⁻¹
- HOMO energy: -2.1 eV

Each line ends with the natural charge from an NBO analysis.
Cartesian coordinates (Å):
C: -2.57 0.12 0.32  1.046
N: 0.14 1.51 -0.11  -0.744
O: 1.39 1.85 -0.74  -0.677
O: -2.60 1.09 0.97  -0.518
O: -2.75 -0.79 -0.36  -0.554
S: 0.36 0.38 0.98  0.084
H: 0.23 -0.76 0.26  -0.047
H: 1.78 1.11 -1.16  0.411

***

The following is a DFT calculation (ωB97M-V/def2-TZVPD) of C5H8O2 in the gas phase.

- Calculated total energy: -345.70141 a.u.
- Net charge: 0
- Molar mass: 100.117 g mol⁻¹
- HOMO energy: -8.7 eV

Each line ends with the natural charge from an NBO analysis.
Cartesian coordinates (Å):
C: 1.56 0.97 -0.24  -0.629
C: 0.50 -0.04 0.17  0.086
O: 0.81 -0.72 1.38  -0.714
C: -0.93 0.48 0.31  -0.467
C: -1.72 -0.67 -0.28  -0.099
O: -0.79 -1.29 -1.24  -0.456
C: 0.46 -1.10 -0.96  0.277
H: 1.27 1.43 -1.20  0.216
H: 1.71 1.75 0.51  0.220
H: 2.50 0.44 -0.42  0.225
H: 1.47 -1.40 1.19  0.478
H: -1.18 0.64 1.37  0.245
H: -1.09 1.41 -0.24  0.217
H: -2.64 -0.44 -0.81  0.203
H: -1.90 -1.46 0.45  0.198

***

Q: Which of these has the highest molar mass?
A: C19H28BrO2Rh